(1)
Here is one molecule with the formula C5H6O in a non-equilibrium geometry from the OMol25 dataset. Energies are from the ωB97M-V functional and the def2-TZVPD basis.

XYZ file:
```
12
Properties=species:S:1:pos:R:3:forces:R:3:lowdin_charge:R:1
C -0.398 -0.220 1.704 0.26 0.55 1.72 0.0861
C 0.247 0.763 1.402 -0.40 -0.59 -0.17 -0.1127
C 0.789 1.125 0.069 -0.14 -0.10 -0.24 -0.1356
C 0.570 -0.278 -0.556 0.01 0.02 -0.16 -0.3502
C -0.844 -0.636 -0.775 -0.08 -0.08 -0.50 -0.1530
O 0.090 -0.506 -1.849 0.19 0.23 -0.97 -0.0273
H -0.870 -1.143 1.950 -0.13 0.20 0.42 0.0600
H 1.822 1.493 0.064 -0.22 -0.24 -0.02 0.1104
H 0.157 1.860 -0.435 0.06 0.03 0.09 0.1201
H 1.349 -0.975 -0.202 -0.69 0.00 -0.19 0.1583
H -1.617 0.148 -0.759 0.55 -0.14 0.13 0.1264
H -1.290 -1.624 -0.601 0.61 0.12 -0.11 0.1175
```
Positions in Å, forces in eV/Å.

## Properties
**LUMO**: 1.0 eV
**SMILES**: C#CC[C@H]1CO1
**Total charge**: 0
**Energy relative to the best compared isomer or geometry (same formula, charge and spin)**: 101.5 kcal/mol

(2)
Here is one molecule with the formula C5H6O in a non-equilibrium geometry from the OMol25 dataset. Energies are from the ωB97M-V functional and the def2-TZVPD basis.

XYZ file:
```
12
Properties=species:S:1:pos:R:3:forces:R:3:lowdin_charge:R:1
C -2.601 0.471 -0.332 -5.20 2.89 0.46 0.0974
C -1.743 -0.208 0.113 2.20 -0.75 0.21 -0.0930
C -0.553 -0.975 0.312 0.21 -0.11 1.43 -0.3122
O 0.134 -1.269 -0.867 0.10 -0.57 -1.64 0.0039
C 0.840 -0.534 0.073 1.87 0.69 1.55 -0.2866
C 1.507 0.911 -0.141 -0.73 -2.19 1.25 -0.0116
H -3.618 1.051 -0.267 2.76 -1.40 -0.72 0.0887
H -0.591 -1.743 1.097 -0.36 -0.10 -0.62 0.1427
H 1.554 -1.277 0.591 -0.67 1.59 -0.49 0.1543
H 0.861 1.713 -0.485 -0.40 -0.12 0.33 0.0621
H 2.185 0.712 -0.950 0.86 0.22 -0.11 0.0556
H 2.025 1.147 0.854 -0.64 -0.16 -1.67 0.0987
```
Positions in Å, forces in eV/Å.

## Properties
**LUMO**: 1.1 eV
**SMILES**: C#C[C@H]1O[C@H]1C
**Total charge**: 0
**Energy relative to the best compared isomer or geometry (same formula, charge and spin)**: 86.1 kcal/mol

Computed Kohn-Sham gap, in the same sequence as the records: 10.579; 10.800 eV.